# 1
A molecular structure, C24H24N9NiO3S, computed with ωB97M-V with the def2-TZVPD basis set.

Summary:
spin multiplicity: 3
<S²>: 2.190
Kohn-Sham gap (spin up / spin down): 0.0970 / 0.1436 Eh
HOMO (spin up / spin down): -0.84 / -2.11 eV
total charge: -1

Atoms and positions in Å:
Ni1 0.90806 1.50495 0.78874
N1 1.01819 0.70783 4.77838
C1 1.30039 0.91868 3.47657
S1 0.64117 -0.09045 2.25127
N2 2.27638 1.83151 3.16843
N3 2.37040 2.03023 1.85000
C2 3.39549 2.59264 1.19373
C3 3.20440 2.66166 -0.23151
C4 4.17354 2.99000 -1.19751
C5 3.83021 3.09478 -2.52879
C6 2.50118 2.81650 -2.93234
C7 1.70705 2.23122 -1.91784
N4 1.97166 2.21107 -0.62533
H1 0.11328 0.28176 5.04993
H2 1.37928 1.44023 5.40743
H3 4.19294 3.02222 1.82030
H4 5.13424 3.32031 -0.77124
H5 4.57306 3.32327 -3.28687
H6 2.10923 2.90112 -3.94008
H7 0.79155 1.70874 -2.22372
C8 -3.85478 4.18130 1.60887
N5 -3.00196 3.24112 0.80987
C9 -3.66469 2.61822 -0.21678
C10 -3.09753 1.52528 -0.83797
C11 -1.84302 1.09547 -0.48783
O1 -0.96251 0.25645 -2.53284
N6 -1.09053 1.79768 0.38137
C12 -1.71919 2.77546 1.20412
O2 -1.18467 3.12658 2.21879
H8 -4.44807 4.74914 0.87036
H9 -3.23780 4.84972 2.21722
H10 -4.48785 3.56814 2.26953
H11 -4.59092 3.04212 -0.54853
H12 -3.68441 0.93366 -1.56578
C13 -1.40184 -0.02343 -1.40389
C14 -1.59592 -1.43211 -0.96816
C15 -2.51925 -2.04635 -0.10639
C16 -2.63549 -3.50319 -0.17624
C17 -3.61982 -4.15905 0.50577
C18 -4.62664 -3.43318 1.17060
C19 -4.33549 -2.07527 1.51343
C20 -3.34109 -1.39537 0.89274
H13 -1.93149 -4.04953 -0.81437
H14 -3.68669 -5.25720 0.46716
H15 -5.48853 -3.98233 1.63384
H16 -4.82585 -1.58506 2.33780
H17 -3.28321 -0.31837 1.00796
C21 3.74642 -4.11722 -2.03588
N7 2.66123 -3.11639 -1.74190
C22 1.41582 -3.20390 -2.51585
C23 0.58444 -2.29475 -1.63052
O3 -0.74818 -2.34652 -1.78090
N8 1.27123 -1.63950 -0.71648
C24 2.45447 -2.35046 -0.63422
N9 3.35689 -2.19207 0.38404
H18 3.51566 -5.14076 -1.74605
H19 4.75857 -3.77229 -1.64111
H20 3.90313 -4.04871 -3.13552
H21 0.98868 -4.21204 -2.52866
H22 1.59490 -2.86247 -3.56416
H23 2.90960 -1.90550 1.25719
H24 4.15462 -2.79558 0.44982

Force components x, y, z for each atom (eV/Å):
-1.66 0.10 -0.63
-0.57 0.14 2.26
2.72 1.67 -2.07
-0.80 -1.65 0.91
-1.32 -0.94 1.92
0.62 -0.06 -0.86
-0.50 0.14 0.66
0.62 0.04 2.06
0.46 0.97 0.00
0.28 0.16 0.08
-0.35 -1.03 1.34
-0.56 0.34 -1.70
0.17 -0.28 -1.45
1.17 0.58 -0.69
-0.42 -0.63 -0.55
0.08 -0.17 -0.77
-0.20 -0.40 -0.65
0.09 0.26 0.15
0.28 -0.17 0.08
0.05 0.52 0.21
0.93 -0.65 -0.36
-0.50 0.12 -0.24
1.38 -1.20 -0.49
-3.32 0.97 -0.16
1.45 1.15 0.54
0.18 0.14 0.79
-0.82 -0.85 -1.02
-0.10 -1.08 -0.57
-0.14 0.92 0.58
0.17 -0.20 0.57
-0.04 -0.23 -0.26
0.06 0.42 -0.21
-0.41 0.09 0.15
0.43 0.70 0.36
0.67 -2.69 0.44
1.53 2.74 -0.86
-0.29 -1.77 0.65
1.01 1.57 -0.18
-1.61 -0.11 -0.10
0.31 -0.23 1.73
-0.79 -1.83 -0.26
1.16 0.28 -1.95
-0.32 0.20 0.42
-0.05 0.54 -0.17
1.01 0.67 -0.30
-0.66 0.12 -0.13
0.37 -0.23 0.37
0.75 2.12 -0.41
1.12 -1.67 0.22
0.50 0.57 0.31
-2.67 0.41 -0.02
1.87 0.70 0.19
0.14 -1.73 0.45
0.68 0.92 -0.64
-2.15 -0.23 -1.18
-0.11 0.12 0.17
-1.49 -0.46 -0.07
-0.26 -0.34 0.64
0.17 0.06 0.05
-0.47 0.00 0.82
0.15 0.59 -0.12
0.01 -0.17 -0.10

# 2
C4H6N2O in the gas phase, computed with ωB97M-V with the def2-TZVPD basis set.

Summary:
spin multiplicity: 1
Kohn-Sham gap: 0.3374 Eh
HOMO: -8.33 eV

Atoms and positions in Å:
N1 -1.79398 0.82148 -0.17361
C1 -0.63778 0.06903 -0.11988
C2 -0.46051 -1.25419 -0.21779
N2 0.95937 -1.50101 -0.24651
C3 1.74809 -0.45184 -0.15812
O1 0.96645 1.50164 1.02086
C4 0.73806 0.70162 -0.12513
H1 -2.64887 0.29462 -0.05869
H2 -1.77892 1.64335 0.41621
H3 -1.17200 -2.06767 -0.27098
H4 1.31668 -2.44779 -0.20694
H5 1.91384 1.38686 1.18381
H6 0.84956 1.30390 -1.04324

Force components x, y, z for each atom (eV/Å):
-0.07 -0.01 0.18
0.09 -0.32 -0.08
-0.12 0.26 -0.03
0.31 0.11 0.14
-0.50 -0.28 0.01
0.17 0.00 -0.05
-0.03 -0.06 -0.19
0.08 0.08 0.01
0.05 -0.05 -0.08
0.11 0.10 -0.02
0.00 0.18 -0.12
-0.09 0.17 0.21
-0.02 -0.17 0.03

# 3
C2HNO2 in the gas phase, computed with ωB97M-V with the def2-TZVPD basis set.

Summary:
spin multiplicity: 1
Kohn-Sham gap: 0.3813 Eh
HOMO: -11.19 eV
SMILES: O=C1C=NO1

Atoms and positions in Å:
O1 0.60762 1.76986 0.57657
C1 0.13735 0.70743 0.32411
C2 0.06229 -0.43888 -0.63827
N1 -0.61863 -1.15987 0.16058
O2 -0.68323 -0.17876 1.22593
H1 0.49461 -0.69979 -1.64892

Force components x, y, z for each atom (eV/Å):
-0.99 -2.04 -0.76
0.08 0.84 2.06
0.69 -0.43 -1.51
0.16 0.27 0.00
0.80 0.98 -1.20
-0.74 0.38 1.42

# 4
C19H19ClN2O5 in the gas phase, computed with ωB97M-V with the def2-TZVPD basis set.

Summary:
spin multiplicity: 1
Kohn-Sham gap: 0.3432 Eh
HOMO: -8.72 eV
SMILES: CC[C@@]1(c2cccc(Cl)c2)NC(=O)N(Cc2cc(C(=O)OC)c(C)o2)C1=O

Atoms and positions in Å:
C1 2.78077 1.09041 -3.06778
C2 2.87719 1.85538 -1.75520
C3 1.95739 1.26988 -0.66062
C4 2.25640 -0.20376 -0.43708
C5 1.38419 -1.20823 -0.83360
C6 1.70408 -2.53671 -0.60757
C7 2.89032 -2.88428 0.01267
C8 3.76049 -1.87824 0.40015
Cl1 5.25618 -2.28389 1.16696
C9 3.45404 -0.54662 0.18070
N1 2.09108 2.01965 0.57288
C10 0.94380 2.59805 0.98940
O1 0.74952 3.25615 1.97483
N2 -0.01219 2.30783 0.00313
C11 -1.40365 2.70945 0.11206
C12 -2.27403 1.52252 0.35561
C13 -2.97816 0.72970 -0.49289
C14 -3.56491 -0.29005 0.31448
C15 -4.42738 -1.38372 -0.12986
O2 -4.88146 -2.24980 0.58185
O3 -4.66696 -1.31871 -1.44871
C16 -5.50053 -2.33718 -1.97652
C17 -3.15825 -0.03470 1.60654
C18 -3.44738 -0.74009 2.87675
O4 -2.37988 1.05555 1.62788
C19 0.48774 1.53909 -1.00273
O5 -0.12569 1.17543 -1.97472
H1 3.38464 1.58218 -3.82591
H2 1.75035 1.05584 -3.40960
H3 3.13870 0.07113 -2.94463
H4 2.59969 2.90054 -1.91050
H5 3.90453 1.83015 -1.38517
H6 0.46064 -0.95965 -1.33070
H7 1.01887 -3.31012 -0.91839
H8 3.14191 -3.91747 0.19147
H9 4.15864 0.21122 0.48635
H10 2.92715 2.03353 1.13001
H11 -1.45409 3.40347 0.95522
H12 -1.70450 3.19995 -0.81644
H13 -3.07084 0.83519 -1.55276
H14 -5.06533 -3.32112 -1.78842
H15 -5.57242 -2.14830 -3.04447
H16 -6.48856 -2.29845 -1.51246
H17 -2.52040 -1.06930 3.34422
H18 -4.07908 -1.59807 2.66916
H19 -3.95280 -0.07100 3.57190

Force components x, y, z for each atom (eV/Å):
0.05 0.12 0.05
-0.26 -0.16 -0.15
0.39 0.00 -0.20
-0.18 -0.14 0.01
0.00 0.05 -0.01
0.07 -0.03 0.05
0.04 0.00 0.00
-0.17 0.12 -0.10
0.16 -0.05 0.09
-0.06 -0.11 -0.07
0.31 -0.07 -0.04
0.06 0.04 -0.08
-0.15 0.21 0.37
-0.13 0.18 0.15
-0.10 -0.25 0.18
-0.32 0.02 -1.01
0.26 0.40 0.49
0.31 0.30 0.58
-0.08 -0.18 0.28
-0.04 -0.02 -0.13
0.25 0.36 -0.03
-0.25 -0.37 0.03
-0.60 -0.75 -0.60
0.13 0.19 0.01
0.11 0.08 0.38
0.18 0.05 0.15
-0.12 -0.04 -0.24
0.07 -0.01 -0.09
-0.03 -0.04 -0.09
0.04 -0.10 -0.06
0.05 0.04 0.09
0.00 0.06 0.09
-0.08 0.03 -0.04
-0.06 -0.08 -0.02
0.05 -0.08 0.03
0.12 0.07 0.06
-0.11 0.06 0.06
-0.02 0.01 -0.18
-0.01 -0.03 0.15
0.05 0.09 -0.25
-0.06 0.08 -0.05
0.01 0.00 0.05
0.08 -0.02 -0.07
0.05 -0.04 0.06
0.01 0.01 0.01
-0.04 0.02 0.07

# 5
C2H3NO4S in the gas phase, computed with ωB97M-V with the def2-TZVPD basis set.

Summary:
spin multiplicity: 1
Kohn-Sham gap: 0.3989 Eh
HOMO: -11.26 eV
SMILES: CS(=O)(=O)N1OC1=O

Atoms and positions in Å:
C1 1.81092 0.13734 -0.00604
S1 0.11637 0.68012 -0.18228
O1 -0.04182 1.88331 0.47150
O2 -0.34647 0.54134 -1.54724
N1 -0.83479 -0.48486 0.70330
O3 -2.34223 0.04841 0.73215
C2 -1.96957 -1.08599 0.12652
O4 -2.37556 -2.04784 -0.35788
H1 1.73768 -0.95439 0.03290
H2 2.06401 0.66856 -0.88241
H3 2.18146 0.61400 0.90948

Force components x, y, z for each atom (eV/Å):
-2.34 -0.19 1.51
-1.58 -2.78 -2.75
-0.31 3.30 1.94
0.97 -0.03 0.72
-0.36 0.03 0.72
1.03 -0.73 -0.43
0.92 2.08 1.46
-0.73 -1.44 -1.13
0.81 0.27 -0.49
1.57 -0.15 -1.22
0.03 -0.37 -0.33

# 6
A molecular structure, C42H39N5P2Ti, computed with ωB97M-V with the def2-TZVPD basis set.

Summary:
spin multiplicity: 3
<S²>: 2.005
Kohn-Sham gap (spin up / spin down): 0.2641 / 0.3092 Eh
HOMO (spin up / spin down): -12.18 / -13.49 eV
total charge: +2

Atoms and positions in Å:
Ti1 0.66349 0.83222 -0.08293
C1 2.09348 3.47376 0.09035
N1 0.76351 3.03871 -0.40034
C2 0.57616 3.30909 -1.84395
C3 0.99230 2.16464 -2.74986
C4 1.38808 2.38159 -4.05794
C5 1.67584 1.28769 -4.86272
C6 1.55425 0.00828 -4.34491
C7 1.14087 -0.13205 -3.03245
N2 0.86765 0.92378 -2.25866
C8 -0.31171 3.60909 0.44534
C9 -0.25880 3.01403 1.83460
C10 -0.49434 3.78444 2.95723
C11 -0.45872 3.17544 4.20517
C12 -0.17624 1.82282 4.28465
C13 0.06373 1.12467 3.11423
N3 0.03140 1.70412 1.91007
C14 3.19572 2.46432 -0.12853
C15 4.50826 2.87390 -0.29181
C16 5.49816 1.91666 -0.45106
C17 5.14788 0.57548 -0.44864
C18 3.81809 0.24849 -0.26692
N4 2.85984 1.16632 -0.09610
H1 2.01137 3.65001 1.16491
H2 2.38573 4.42085 -0.37317
H3 1.10732 4.21672 -2.14360
H4 -0.48860 3.48597 -2.01276
H5 1.47173 3.39028 -4.44021
H6 1.99068 1.43727 -5.88691
H7 1.76478 -0.86820 -4.94051
H8 1.00212 -1.10951 -2.58311
H9 -1.26748 3.33939 -0.01126
H10 -0.24961 4.70036 0.49875
H11 -0.70863 4.83925 2.85209
H12 -0.64162 3.75507 5.10005
H13 -0.13389 1.30843 5.23404
H14 0.28898 0.06481 3.13215
H15 4.74965 3.92839 -0.30210
H16 6.52946 2.21598 -0.58177
H17 5.88289 -0.20499 -0.58054
H18 3.49280 -0.78521 -0.24923
N5 -1.22475 -1.45394 0.81336
P1 -1.78129 -0.09031 -0.06076
C19 -2.67990 -0.70486 -1.50358
C20 -3.66826 -1.68519 -1.38851
C21 -4.35419 -2.12054 -2.50698
C22 -4.07440 -1.56645 -3.75340
C23 -3.11397 -0.57627 -3.87549
C24 -2.41756 -0.14808 -2.75094
C25 -3.08746 0.58841 0.99477
C26 -4.05226 1.41964 0.42509
C27 -5.01364 2.02176 1.22139
C28 -5.02537 1.79374 2.59136
C29 -4.07347 0.96212 3.16292
C30 -3.10363 0.36460 2.36939
P2 0.41812 -1.78911 0.50355
C31 1.04300 -2.44789 2.06490
C32 2.12313 -1.82832 2.68539
C33 2.60965 -2.31035 3.89521
C34 2.01137 -3.41127 4.48621
C35 0.93408 -4.04127 3.86924
C36 0.45872 -3.56921 2.65928
C37 0.50154 -3.18462 -0.64082
C38 1.77176 -3.67296 -0.95899
C39 1.91441 -4.74275 -1.82524
C40 0.78646 -5.33434 -2.38421
C41 -0.47523 -4.85246 -2.07640
C42 -0.62034 -3.77910 -1.20608
H19 -1.87198 -2.16210 1.14824
H20 -3.91831 -2.09828 -0.41631
H21 -5.11825 -2.88069 -2.41328
H22 -4.61752 -1.90504 -4.62560
H23 -2.90672 -0.13458 -4.84116
H24 -1.66312 0.62433 -2.85014
H25 -4.07122 1.58428 -0.64693
H26 -5.76365 2.65771 0.77037
H27 -5.78528 2.25364 3.20881
H28 -4.09068 0.76873 4.22759
H29 -2.36875 -0.28658 2.82546
H30 2.58866 -0.95909 2.23066
H31 3.45437 -1.82986 4.37066
H32 2.38848 -3.79020 5.42672
H33 0.47858 -4.90748 4.32985
H34 -0.35865 -4.08655 2.16813
H35 2.65788 -3.23190 -0.51201
H36 2.89997 -5.12181 -2.05987
H37 0.89568 -6.17467 -3.05656
H38 -1.35294 -5.31256 -2.51065
H39 -1.60964 -3.40063 -0.98624

Force components x, y, z for each atom (eV/Å):
0.10 -0.69 0.29
0.03 0.04 -0.10
0.24 -0.16 -0.03
-0.01 0.00 -0.02
-0.04 -0.01 -0.04
0.04 0.04 0.05
0.01 0.04 -0.04
-0.03 -0.04 0.07
-0.01 0.07 -0.16
-0.05 0.10 0.21
0.07 -0.07 -0.03
0.05 0.19 -0.09
-0.10 -0.12 0.02
-0.01 0.05 -0.01
0.01 -0.03 -0.03
0.00 -0.03 0.03
0.17 0.05 -0.27
0.06 0.02 0.00
-0.02 0.00 -0.07
0.04 0.01 0.01
-0.07 0.01 0.01
0.02 -0.07 0.05
-0.11 0.24 0.02
0.01 0.01 0.00
-0.06 0.05 0.06
-0.06 0.05 0.01
0.00 0.01 -0.01
0.01 -0.01 -0.01
0.00 0.00 0.00
0.00 0.01 -0.02
0.02 -0.01 0.00
-0.01 0.04 0.00
-0.03 0.01 -0.01
0.00 0.00 0.03
0.00 -0.01 0.00
0.00 0.01 0.00
0.00 0.01 0.01
0.00 0.00 -0.01
0.00 0.00 0.00
0.02 0.01 0.00
0.00 0.00 0.00
-0.16 -0.10 -0.21
0.10 -0.22 0.12
-0.17 0.11 -0.06
-0.01 0.03 0.08
0.00 0.00 -0.05
-0.01 -0.02 0.01
0.01 0.00 0.03
0.07 -0.02 -0.05
-0.03 -0.04 0.04
-0.01 0.04 -0.03
0.01 0.00 0.00
0.00 0.00 0.00
-0.01 0.01 -0.01
0.00 0.02 0.03
-0.24 0.61 0.19
0.04 -0.19 -0.03
0.02 0.05 0.06
-0.01 0.01 -0.03
-0.02 -0.03 0.01
0.04 0.02 0.03
0.01 0.00 -0.04
0.10 -0.14 0.03
0.02 0.00 0.00
-0.04 0.01 -0.02
0.03 -0.02 -0.01
-0.01 0.01 -0.01
-0.03 0.09 -0.04
0.04 -0.02 0.00
0.01 0.00 0.00
0.00 0.00 0.01
0.00 0.01 0.00
0.00 -0.01 -0.01
-0.02 -0.01 0.02
0.02 -0.02 0.00
0.00 0.00 0.00
0.00 0.00 0.00
0.00 0.00 0.00
0.01 -0.02 -0.02
-0.01 0.00 -0.03
0.00 0.00 0.00
0.00 0.00 0.00
0.00 0.00 0.00
0.00 0.01 -0.01
-0.02 0.00 0.03
0.00 0.00 0.00
0.00 0.00 0.00
0.00 0.00 0.00
-0.02 -0.01 0.01

Calculated relative energy (zero: lowest compared OMol25 entry of this formula, charge and spin), 3.242, 3.093, 3.054, 0.000, 2.614, 0.102 eV (same order as the records).
Calculated total energy, -3553.87232, -340.68126, -281.94288, -1681.40483, -831.77853, -3429.52545 hartree (same order as the records).